DFT (ωB97M-V/def2-TZVPD) results for a cluster of 2 separate species, C2H2N2OS in total.

Each line ends with the Löwdin charge.
Geometry (Å):
1 C 0.2499 -0.4240 0.4555  -0.955
2 C -0.5159 -1.5230 0.1359  -0.262
3 H 0.7729 1.9396 0.4016  0.102
4 H -1.0733 0.3401 -1.1561  0.314
5 N 0.2790 0.4298 -0.6700  -0.108
6 N -1.3523 -2.2363 -0.4157  0.181
7 O 0.6167 1.7615 -0.5899  -0.075
8 S 1.0230 -0.2877 1.8387  0.803

Results
E_LUMO = -1.54 eV
Frontier orbital gap = 8.46 eV
Energy = -660.1761 a.u.
HOMO = -9.990 eV

---

DFT (ωB97M-V/def2-TZVPD) results for a cluster of 2 separate species, C2H2N2OS in total.

Each line ends with the Löwdin charge.
Geometry (Å):
1 C -2.7957 -1.2830 0.1174  0.054
2 N -2.3197 -0.2390 -0.0856  -0.698
3 S -1.8954 1.1850 -0.5369  0.595
4 H -2.5326 -2.1960 0.5090  0.054
5 N 2.3910 1.2943 0.1904  0.181
6 C 2.4499 0.1961 -0.2719  -0.452
7 O 2.7019 -0.6757 -0.9800  0.158
8 H 2.0006 1.7183 1.0576  0.108

Results
E_LUMO = -0.09 eV
Frontier orbital gap = 8.86 eV
Energy = -660.2689 a.u.
HOMO = -8.958 eV
Structure (SMILES) = C#[N+][S-].N=C=O

---

DFT (ωB97M-V/def2-TZVPD) results for a cluster of 2 separate species, C2H2N2OS in total.

Each line ends with the Löwdin charge.
Geometry (Å):
1 C -0.8056 0.1696 0.6544  0.077
2 C -3.4130 -0.7154 -0.5260  -0.890
3 N 0.8016 0.0675 -1.0656  0.042
4 N 0.1118 0.1101 -0.0833  -0.237
5 O -3.1721 -1.8284 -0.6212  0.126
6 S -3.8348 0.7784 -0.3533  0.773
7 H -1.4325 0.3971 1.4501  0.042
8 H 1.2575 -0.8381 -1.0900  0.066

Results
E_LUMO = 0.59 eV
Frontier orbital gap = 9.18 eV
Energy = -660.2462 a.u.
HOMO = -8.590 eV

---

DFT (ωB97M-V/def2-TZVPD) results for a structure of composition C2H2N2OS.

Each line ends with the Mulliken spin population.
Geometry (Å):
1 C -0.1199 -1.3234 -2.6739  -0.105
2 C -0.3809 -2.5899 -0.7378  0.579
3 N 0.2700 -0.5213 -3.4296  0.411
4 N -0.2971 -2.3483 -1.9664  0.483
5 O -1.6607 -0.0064 -0.4760  0.112
6 S -0.6892 -0.7580 0.5854  0.487
7 H -0.2625 -3.5028 -0.1398  0.039
8 H -1.1637 0.6507 -0.9765  -0.006

Results
Spin multiplicity = 3
E_LUMO (alpha / beta) = -0.40 / -3.72 eV
Frontier orbital gap (alpha / beta) = 6.57 / 6.26 eV
Energy = -660.1283 a.u.
HOMO (alpha / beta) = -6.968 / -9.972 eV

---

DFT (ωB97M-V/def2-TZVPD) results for the ion C2H2N2PS with charge -1.

Each line ends with the Löwdin charge.
Geometry (Å):
1 S 4.3868 0.8058 -1.8115  -0.226
2 P 2.4725 0.7746 -2.2109  0.133
3 N 1.8671 0.0100 -0.9109  -0.409
4 C 0.5991 -0.2811 -0.5561  -0.581
5 C 0.0505 -0.2577 0.7365  -0.240
6 N 0.1510 -1.4747 0.4147  0.110
7 H -0.3431 -0.2088 -1.3642  0.127
8 H -0.3880 0.3052 1.5740  0.085

Results
E_LUMO = 4.06 eV
Frontier orbital gap = 7.65 eV
Energy = -926.4400 a.u.
Charge = -1
HOMO = -3.590 eV
Structure (SMILES) = [S-]/P=N/[C@@H]1C=N1

---

DFT (ωB97M-V/def2-TZVPD) results for a structure of composition C2H2N2S.

Each line ends with the Löwdin charge.
Geometry (Å):
1 C 0.1457 -0.1635 -1.0187  -0.198
2 C -1.0587 -0.6211 -0.2840  -0.371
3 H 1.4151 1.0412 1.7548  -0.036
4 H 0.5217 -0.6887 -1.8058  0.068
5 N 0.8476 0.6068 -0.1904  -0.402
6 N -1.9531 -0.9955 0.3284  0.147
7 S 0.0817 0.8207 1.2156  0.792

Results
E_LUMO = -0.45 eV
Frontier orbital gap = 9.04 eV
Energy = -585.0084 a.u.
HOMO = -9.489 eV

---

DFT (ωB97M-V/def2-TZVPD) results for a structure of composition C2H2N2Si.

Each line ends with the Löwdin charge.
Geometry (Å):
1 C -0.4703 1.6121 0.0381  -0.388
2 C 1.7204 -1.1809 -0.2090  -0.303
3 N -0.7574 2.7435 -0.0786  0.071
4 N 2.6375 -1.7894 0.0900  -0.039
5 Si -0.5849 -0.2923 0.0095  0.775
6 H -1.3200 -0.3068 -1.1702  -0.088
7 H -1.2254 -0.7861 1.3202  -0.027

Results
E_LUMO = -1.63 eV
Frontier orbital gap = 10.48 eV
Energy = -476.3100 a.u.
HOMO = -12.113 eV

---

DFT (ωB97M-V/def2-TZVPD) results for the molecule C2H2N2Si.

Each line ends with the Löwdin charge.
Geometry (Å):
1 N 1.0962 -3.0742 -0.7472  0.071
2 C 0.5245 -2.0752 -0.5414  -0.331
3 Si -0.1500 -0.3164 -0.2842  0.668
4 C -1.6710 -0.2902 -1.4019  -0.353
5 N -2.5521 -0.1886 -2.0914  0.083
6 H 0.4660 0.7504 -0.8332  -0.070
7 H -0.2910 -0.4373 1.0671  -0.067

Results
E_LUMO = -0.07 eV
Frontier orbital gap = 12.50 eV
Energy = -476.3717 a.u.
HOMO = -12.576 eV
Structure (SMILES) = N#C[SiH2]C#N

---

DFT (ωB97M-V/def2-TZVPD) results for the ion C2H2N3O with charge +1.

Each line ends with the Löwdin charge.
Geometry (Å):
1 H -2.2880 1.1046 0.5414  0.108
2 N -1.4008 0.6350 0.6746  0.234
3 C -0.9848 -0.2992 -0.0120  -0.272
4 N 0.0819 -1.0941 0.1159  0.209
5 N 1.2609 -0.7569 -0.0504  0.224
6 C 1.9748 0.2513 -0.1570  -0.084
7 O 2.8719 0.9389 -0.2362  0.394
8 H -1.5158 -0.7795 -0.8765  0.187

Results
E_LUMO (alpha / beta) = -8.80 / -8.80 eV
Frontier orbital gap (alpha / beta) = 7.40 / 7.39 eV
Energy = -316.4660 a.u.
Charge = +1
HOMO (alpha / beta) = -16.198 / -16.196 eV
Structure (SMILES) = [H]/N=C/N=[N+]=C=O

---

DFT (ωB97M-V/def2-TZVPD) results for a cluster of 2 separate species, C2H2N3O2 in total.

Each line ends with the Löwdin charge.
Geometry (Å):
1 C 0.2265 1.0040 -0.2337  -0.104
2 C -3.4146 3.0025 -0.5815  -0.012
3 N -0.7242 3.2160 -0.4684  0.401
4 N -0.3126 2.1991 -0.3408  0.099
5 N -0.4964 0.0307 0.2140  0.076
6 O -4.5272 3.1338 -0.6099  0.089
7 O 0.0487 -1.1484 0.3111  0.105
8 H 1.2747 0.9230 -0.5427  0.175
9 H -0.6147 -1.7762 0.6728  0.172

Results
E_LUMO (alpha / beta) = -6.81 / -6.81 eV
Frontier orbital gap (alpha / beta) = 9.85 / 9.85 eV
Energy = -391.7483 a.u.
Charge = +1
HOMO (alpha / beta) = -16.663 / -16.662 eV

---

- Look up the energy of the second one.
  -660.2689 a.u.

---

- Look up the energy of the ninth one.
  -316.4660 a.u.

---

- Among the records above, which one has the lowest energy?
  C2H2N2PS